{
  "formula": "C31H50CaN9O4",
  "method": "ωB97M-V with the def2-TZVPD basis set",
  "gap_ev": 6.642,
  "charge": 1,
  "multiplicity": 1,
  "largest_force_ev_per_a": 3.0,
  "species": ["Ca", "C", "C", "C", "C", "C", "C", "N", "C", "C", "N", "C", "C", "O", "O", "C", "C", "C", "C", "C", "C", "N", "C", "C", "N", "C", "C", "O", "O", "H", "H", "H", "H", "H", "H", "H", "H", "H", "H", "H", "H", "H", "H", "H", "H", "H", "H", "H", "H", "H", "H", "H", "H", "H", "H", "H", "H", "H", "H", "H", "H", "H", "H", "H", "H", "H", "H", "H", "C", "C", "N", "C", "C", "N", "C", "N", "N", "N", "C", "C", "C", "C", "C", "C", "H", "H", "H", "H", "H", "H", "H", "H", "H", "H", "H"],
  "xyz": [[0.82, 0.08, -0.79], [2.09, 3.61, 2.18], [2.00, 2.39, 1.24], [2.99, 2.49, 0.07], [4.03, 1.39, 0.07], [4.78, 1.57, -1.23], [5.01, 1.50, 1.21], [3.34, 0.04, 0.03], [4.19, -0.96, -0.64], [3.74, -2.43, -0.56], [2.49, -2.70, -1.21], [2.61, -2.67, -2.66], [1.48, -2.00, -3.37], [0.83, -2.29, -4.32], [1.41, -0.70, -2.92], [1.87, -4.05, -0.82], [2.81, -5.25, -1.06], [0.50, -4.20, -1.49], [-0.69, -3.56, -0.78], [-1.71, -3.16, -1.89], [-1.21, -4.57, 0.28], [-0.33, -2.30, -0.02], [-1.40, -1.66, 0.69], [-0.39, 0.20, 1.82], [0.64, 2.15, 0.71], [0.18, 3.30, -0.15], [-0.41, 2.82, -1.52], [-1.19, 3.54, -2.14], [0.07, 1.71, -1.99], [2.99, 3.60, 2.83], [1.24, 3.67, 2.88], [2.15, 4.55, 1.69], [2.21, 1.45, 1.83], [3.54, 3.49, 0.06], [2.44, 2.32, -0.85], [5.13, 2.62, -1.34], [4.22, 1.33, -2.15], [5.67, 0.95, -1.26], [5.67, 2.32, 1.01], [5.61, 0.56, 1.28], [4.48, 1.59, 2.18], [3.36, -0.37, 1.02], [0.75, -0.26, -3.49], [5.20, -0.87, -0.20], [4.22, -0.76, -1.70], [3.78, -2.73, 0.48], [4.58, -2.99, -1.06], [2.75, -3.66, -3.13], [3.47, -1.98, -2.83], [1.68, -3.94, 0.23], [2.99, -5.31, -2.11], [2.27, -6.18, -0.76], [3.73, -5.32, -0.53], [0.31, -5.24, -1.60], [0.53, -3.86, -2.47], [-2.08, -4.04, -2.38], [-1.27, -2.41, -2.64], [-2.60, -2.69, -1.50], [-1.46, -5.53, -0.18], [-2.03, -4.19, 0.81], [-0.39, -4.71, 1.01], [0.25, -2.64, 0.73], [-1.40, -1.91, 1.75], [-2.34, -1.91, 0.28], [0.65, -0.26, 1.78], [-0.86, -0.13, 2.75], [1.05, 4.00, -0.37], [-0.52, 3.97, 0.39], [-2.72, 0.16, -1.24], [-2.19, 0.62, 0.08], [-1.22, -0.22, 0.63], [-0.31, 1.71, 1.82], [-1.68, 2.19, 1.77], [-2.42, 1.73, 0.70], [-3.31, 2.67, 0.07], [-4.21, 3.29, 0.99], [-4.29, 4.64, 1.17], [-5.35, 4.83, 1.81], [-5.99, 3.69, 2.10], [-7.24, 3.45, 2.64], [-7.65, 2.15, 2.70], [-6.93, 1.04, 2.15], [-5.78, 1.31, 1.46], [-5.26, 2.64, 1.51], [-1.97, -0.34, -1.84], [-2.96, 0.95, -1.90], [-3.56, -0.47, -1.10], [0.14, 1.88, 2.78], [-2.01, 3.10, 2.23], [-3.90, 2.18, -0.69], [-2.73, 3.49, -0.36], [-7.86, 4.22, 3.04], [-8.62, 1.78, 3.05], [-7.40, 0.07, 2.28], [-5.13, 0.51, 0.97]],
  "mulliken_charge": [2.23, -1.68, -0.02, -1.56, 1.28, -1.99, -1.46, -0.04, -1.09, -1.50, 1.22, -0.64, 0.16, -0.57, -0.48, -1.06, -1.71, -1.30, 0.77, -1.67, -1.64, 0.94, -2.53, -0.56, 0.84, -0.26, -0.26, -0.74, -0.78, 0.38, 0.40, 0.37, 0.51, 0.61, 0.40, 0.46, 0.34, 0.51, 0.43, 0.35, 0.33, 0.32, 0.26, 0.43, 0.56, 0.48, 0.35, 0.16, 0.77, 0.65, 0.34, 0.47, 0.40, 0.73, 0.55, 0.52, 0.18, 0.45, 0.44, 0.43, 0.41, 0.18, 0.28, 0.83, -0.44, 0.96, 0.74, 0.33, -1.60, 0.73, 0.79, 0.56, -2.79, 0.91, -1.56, 0.88, -0.66, -0.66, 0.27, -0.95, -0.29, -0.80, -0.07, 1.16, -0.34, 0.75, 0.50, 0.85, 0.24, 0.86, 0.26, 0.46, 0.31, 0.41, 0.02]
}

=====

{
  "formula": "C31H50ClLuPTe",
  "method": "ωB97M-V with the def2-TZVPD basis set",
  "gap_ev": 2.880,
  "charge": -1,
  "e_above_lowest_kcal_mol": 0.00,
  "multiplicity": 1,
  "largest_force_ev_per_a": 4.5,
  "species": ["Lu", "P", "Cl", "C", "H", "H", "C", "C", "C", "H", "C", "H", "H", "C", "H", "H", "C", "H", "H", "C", "H", "H", "H", "H", "C", "C", "H", "C", "H", "H", "C", "H", "H", "C", "H", "H", "C", "H", "H", "H", "H", "C", "H", "C", "H", "H", "C", "H", "H", "C", "H", "H", "C", "H", "H", "H", "H", "C", "C", "H", "C", "H", "C", "H", "H", "C", "H", "H", "C", "H", "H", "H", "H", "Te", "C", "C", "C", "C", "C", "C", "H", "H", "H", "H", "H"],
  "xyz": [[-2.36, 1.67, -2.26], [0.75, -1.94, -0.68], [-3.36, -0.45, -1.66], [0.88, -0.73, 0.71], [0.10, 0.04, 0.52], [0.53, -1.26, 1.61], [0.04, -1.23, -2.25], [-0.56, -3.08, -0.03], [0.69, -1.81, -3.51], [-1.01, -1.59, -2.22], [-0.01, -1.35, -4.80], [1.75, -1.51, -3.56], [0.68, -2.92, -3.48], [-0.06, 0.17, -4.91], [0.52, -1.78, -5.66], [-1.03, -1.76, -4.81], [-0.76, 0.75, -3.66], [0.94, 0.61, -4.98], [-0.62, 0.48, -5.80], [-0.11, 0.33, -2.32], [-0.80, 1.87, -3.74], [-1.81, 0.29, -3.70], [0.85, 0.83, -2.17], [-0.76, 0.62, -1.41], [2.33, -2.89, -0.81], [-0.09, -3.89, 1.19], [-1.33, -2.36, 0.30], [-1.26, -4.65, 1.83], [0.69, -4.60, 0.89], [0.36, -3.23, 1.95], [-2.07, -5.49, 0.84], [-0.86, -5.30, 2.63], [-1.93, -3.92, 2.32], [-2.42, -4.74, -0.46], [-1.50, -6.39, 0.58], [-2.99, -5.82, 1.32], [-1.21, -4.01, -1.07], [-2.83, -5.44, -1.19], [-3.20, -3.99, -0.25], [-0.48, -4.75, -1.43], [-1.56, -3.45, -1.96], [3.48, -2.11, -1.47], [2.60, -3.04, 0.26], [4.81, -2.85, -1.28], [3.28, -2.00, -2.54], [3.57, -1.10, -1.05], [4.76, -4.30, -1.79], [5.61, -2.30, -1.79], [5.06, -2.86, -0.21], [3.53, -5.07, -1.28], [4.75, -4.29, -2.89], [5.67, -4.83, -1.49], [2.22, -4.29, -1.44], [3.45, -6.02, -1.81], [3.67, -5.30, -0.21], [1.98, -4.19, -2.51], [1.41, -4.87, -0.98], [2.45, 1.03, -0.21], [2.16, -0.08, 0.95], [2.64, 0.65, -1.22], [2.20, 0.57, 2.34], [2.99, -0.81, 0.89], [1.51, 1.93, 2.31], [1.71, -0.08, 3.08], [3.25, 0.70, 2.64], [2.32, 2.93, 1.50], [0.51, 1.83, 1.85], [1.35, 2.30, 3.33], [2.50, 2.45, 0.03], [1.84, 3.92, 1.53], [3.31, 3.04, 1.96], [1.72, 2.96, -0.59], [3.47, 2.83, -0.34], [-0.91, 3.82, -1.14], [-1.39, 3.01, 0.77], [-1.86, 1.69, 0.98], [-1.98, 1.23, 2.30], [-1.75, 2.08, 3.38], [-1.36, 3.41, 3.16], [-1.18, 3.88, 1.86], [-2.18, 1.03, 0.14], [-2.29, 0.20, 2.47], [-1.89, 1.72, 4.41], [-1.21, 4.09, 4.01], [-0.89, 4.92, 1.65]],
  "mulliken_charge": [0.33, 1.39, -0.22, -0.08, -1.54, 0.74, 0.56, -0.65, -0.46, 0.39, -1.09, -0.06, 0.05, -1.08, 0.42, 0.51, -0.65, 0.39, 0.64, 0.62, 0.22, 0.41, 0.13, -1.20, -0.37, -0.82, 0.98, -0.90, 0.18, 0.37, -0.64, 0.41, 0.35, -0.91, 0.31, 0.35, -0.23, 0.42, 0.36, 0.18, 0.18, 0.14, 1.16, -1.02, 0.21, -0.45, -0.78, 0.39, 0.44, -0.93, 0.34, 0.44, -0.36, 0.40, 0.37, 0.15, -0.04, -0.36, 0.58, 0.35, -1.76, 0.44, 0.85, 0.55, 0.35, -1.01, -1.01, 0.45, -0.93, 0.34, 0.45, -0.25, 0.34, -0.47, 0.43, 0.31, -0.49, -0.66, -0.46, -0.60, -0.43, 0.44, 0.35, 0.35, 0.41]
}